A structure of composition C40H43B3F3N5O15. Source: the Open Molecules 2025 dataset; level of theory: the ωB97M-V functional and the def2-TZVPD basis.

The geometry in XYZ format:
```
109
Properties=species:S:1:pos:R:3:mulliken_charge:R:1
C 4.20589 3.68065 3.12765 -1.350
C 3.77647 2.24118 3.43070 -0.167
C 2.62473 1.64105 2.57008 0.608
C 2.18769 2.48778 1.35859 -1.475
B 2.94607 0.19189 2.07989 0.064
O 1.91330 -0.73913 1.86186 -0.228
B 2.14048 -1.60274 0.79963 0.030
C 1.08576 -1.85628 -0.33576 -0.495
C 0.67414 -0.50301 -0.94678 -0.503
C -0.18034 -0.62584 -2.18403 0.852
F -0.00405 0.41290 -3.01981 -0.314
F 0.06080 -1.74147 -2.90559 -0.288
F -1.49643 -0.65820 -1.88670 -0.258
O 3.42643 -2.14827 0.70350 -0.367
B 4.35172 -1.10949 0.74643 0.300
C 5.37910 -0.89315 -0.42169 -0.561
O 5.95229 0.41476 -0.33417 -0.130
C 6.41156 0.95654 -1.48876 0.620
C 7.42923 2.03573 -1.25124 -0.684
O 6.00611 0.62500 -2.58332 -0.603
O 4.24755 -0.21255 1.79571 -0.315
H 4.76869 4.06458 3.98517 0.364
H 4.89325 3.72434 2.27661 0.259
H 3.36543 4.36128 2.97513 0.306
H 4.67017 1.61292 3.36207 0.252
H 3.46672 2.19988 4.48095 0.260
H 1.74226 1.53942 3.21768 0.230
H 1.94182 3.51192 1.63703 0.431
H 2.94653 2.48639 0.56901 0.214
H 1.27864 2.05300 0.92242 0.338
H 1.57109 -2.47344 -1.09716 0.258
H 0.19691 -2.38595 0.01990 0.407
H 0.09209 0.05068 -0.20294 0.231
H 1.54241 0.11894 -1.19013 0.303
H 4.84941 -1.02513 -1.37083 0.413
H 6.17262 -1.65119 -0.39754 0.376
H 8.39022 1.76413 -1.68893 0.357
H 7.50954 2.30991 -0.20794 -0.018
H 7.05740 2.91990 -1.78217 0.317
C -3.30329 -2.77496 -3.24809 -0.623
C -4.62305 -2.37156 -3.09369 -0.625
C -5.53006 -3.19284 -2.44364 -0.335
C -5.08704 -4.40859 -1.95563 0.149
C -3.77791 -4.83251 -2.09850 -0.332
C -2.88280 -4.00318 -2.75377 -0.470
N -6.03858 -5.28131 -1.25374 1.008
O -7.19129 -4.90450 -1.15559 -0.612
O -5.62767 -6.33210 -0.80876 -0.620
H -2.59918 -2.12952 -3.75337 0.502
H -4.94722 -1.41361 -3.47883 0.498
H -6.55950 -2.89250 -2.31935 0.482
H -3.46761 -5.78943 -1.70694 0.484
H -1.85423 -4.31400 -2.87634 0.428
C 0.46155 6.84690 8.14248 -0.423
C 1.38879 7.66408 7.50925 -0.431
C 2.52623 7.11470 6.93977 -0.366
C 2.70872 5.74678 7.01723 0.154
C 1.80173 4.91375 7.64501 -0.348
C 0.66916 5.47557 8.21210 -0.455
N 3.90864 5.15395 6.40061 1.046
O 4.70032 5.90547 5.87193 -0.600
O 4.03099 3.94783 6.45720 -0.589
H -0.42670 7.28025 8.58249 0.378
H 1.22625 8.73167 7.45651 0.367
H 3.25740 7.73499 6.44398 0.451
H 1.97807 3.84970 7.68834 0.446
H -0.05253 4.84073 8.70715 0.371
C -5.56564 -3.23307 -9.40746 -0.418
C -4.69931 -2.20891 -9.04778 -0.434
C -4.95651 -1.44343 -7.92202 -0.418
C -6.08516 -1.72661 -7.17561 0.203
C -6.96381 -2.73833 -7.51539 -0.386
C -6.69607 -3.49517 -8.64451 -0.432
N -6.35538 -0.92946 -5.96799 1.068
O -5.57871 -0.03618 -5.69571 -0.605
O -7.33056 -1.21872 -5.30554 -0.607
H -5.35837 -3.83013 -10.28548 0.379
H -3.82024 -2.00570 -9.64342 0.375
H -4.29412 -0.64328 -7.62827 0.458
H -7.83643 -2.93001 -6.90958 0.454
H -7.37032 -4.29167 -8.92698 0.373
C 11.82348 6.33319 0.85397 -0.429
C 10.53561 6.76291 0.56178 -0.490
C 9.45814 5.91361 0.75504 -0.266
C 9.69898 4.64262 1.24261 0.089
C 10.97198 4.19139 1.53765 -0.399
C 12.04095 5.04989 1.33825 -0.429
N 8.55798 3.73895 1.46270 0.980
O 7.45024 4.14997 1.17634 -0.528
O 8.78739 2.63518 1.91256 -0.580
H 12.66099 7.00154 0.70480 0.379
H 10.36814 7.76209 0.18438 0.372
H 8.45046 6.23102 0.53346 0.457
H 11.12249 3.19143 1.91540 0.454
H 13.04439 4.71642 1.56360 0.376
C -9.96114 -5.97151 -0.34502 -0.266
C -11.29366 -5.60691 -0.19149 -0.501
C -12.18109 -6.45461 0.45193 -0.383
C -11.70841 -7.66131 0.93442 0.048
C -10.38838 -8.04798 0.79161 -0.442
C -9.51259 -7.19093 0.14428 -0.396
N -12.64214 -8.56197 1.63131 1.001
O -13.80032 -8.21073 1.72682 -0.612
O -12.20030 -9.60352 2.07076 -0.608
H -9.26503 -5.31483 -0.84240 0.521
H -11.64333 -4.65686 -0.57211 0.378
H -13.21891 -6.18617 0.57876 0.455
H -10.05425 -8.99833 1.17945 0.445
H -8.47396 -7.46858 0.02254 0.399
```

## Properties
Max |F| in eV/Å: 1.20
E_HOMO in eV: -9.6920
Relative energy (zero: lowest compared OMol25 entry of this formula, charge and spin) in kcal/mol: 7.3
Multiplicity: 1
Charge: 0
Orbital gap in eV: 9.047
DFT total energy in hartree: -3326.4413

---

A structure of composition C40H43ClCrN4O7S. Source: the Open Molecules 2025 dataset; level of theory: the ωB97M-V functional and the def2-TZVPD basis.

The geometry in XYZ format:
```
97
Properties=species:S:1:pos:R:3:mulliken_charge:R:1
Cr 0.00067 0.73715 0.63412 0.119
C -1.30754 -4.13997 2.34238 -1.400
C -0.75727 -3.49447 1.04872 1.478
C 0.12429 -4.56943 0.35631 -1.345
C -1.87749 -2.93772 0.19439 0.451
C -2.66635 -3.80647 -0.60500 -0.412
C -3.70422 -3.36302 -1.41492 -1.722
C -4.09347 -2.04322 -1.30021 -0.278
C -3.42533 -1.14019 -0.44534 -0.285
C -4.01856 0.22058 -0.18081 2.940
C -5.09234 0.00702 0.88520 -1.622
C -4.72099 0.70941 -1.41874 -1.877
C -2.20003 -1.55490 0.13491 -0.396
N -1.45823 -0.71376 0.98247 2.265
C -1.83796 -0.71039 2.34774 -0.130
O -2.86519 -1.12591 2.83653 -0.779
C -0.82900 -0.07476 3.27887 -0.264
C -1.00025 0.19349 4.61558 -1.029
C -0.05236 0.96528 5.17952 -0.521
C 1.11854 1.35236 4.55467 -0.600
C 1.26155 1.06789 3.20345 0.168
N 0.29461 0.33402 2.65387 1.277
C 2.35655 1.46286 2.31436 -0.478
O 3.43678 1.81666 2.74576 -0.745
N 2.04677 1.29232 0.98821 2.263
C 3.06897 1.26930 0.00083 -0.652
C 3.89920 0.07307 0.02360 0.899
C 5.04612 0.03525 -0.78450 -0.864
C 5.34288 1.12611 -1.57430 -1.133
C 4.56933 2.28025 -1.56354 -0.840
C 3.46370 2.43621 -0.74635 0.389
C 2.73307 3.76954 -0.60396 0.475
C 2.41227 4.30957 0.79274 -1.356
C 1.47440 3.98737 -1.47060 -0.983
C 3.69419 -1.08403 1.01119 2.135
C 4.76263 -1.03011 2.09281 -1.624
C 3.83429 -2.52163 0.38683 -1.597
H -0.50345 -4.52419 3.03596 0.358
H -2.00092 -5.03219 2.25884 0.263
H -1.81113 -3.41030 2.99531 0.330
H -0.17011 -2.63910 1.36559 -0.820
H -0.50071 -5.49987 0.12021 0.336
H 1.00331 -4.70461 1.06228 0.319
H 0.53424 -4.23783 -0.59114 0.252
H -2.35036 -4.82488 -0.60417 0.311
H -4.09034 -4.00395 -2.18242 0.387
H -4.91927 -1.61967 -1.86230 0.428
H -3.24593 0.90850 0.16775 -1.728
H -5.96387 -0.54940 0.44241 0.412
H -5.43746 0.95794 1.20412 0.496
H -4.66701 -0.62932 1.70231 0.249
H -5.72592 0.37255 -1.40420 0.629
H -4.29526 0.31598 -2.36905 0.155
H -4.65898 1.79510 -1.47592 0.312
H -1.89020 -0.12124 5.08974 0.645
H -0.16794 1.33772 6.15484 0.465
H 1.89122 1.89303 5.08449 0.545
H 5.72862 -0.85688 -0.84496 0.071
H 6.23115 1.19630 -2.19179 0.352
H 4.77187 3.07057 -2.30593 0.354
H 3.36720 4.51558 -1.08303 0.625
H 1.43463 3.99285 1.22463 -0.111
H 2.64212 5.34663 0.65239 0.598
H 3.19824 3.94210 1.48403 0.301
H 1.58734 3.58876 -2.51537 0.208
H 1.20126 5.03952 -1.59139 0.451
H 0.52373 3.49950 -1.13738 -0.177
H 2.65213 -1.05008 1.35827 -1.070
H 5.43152 -0.16761 2.01253 0.290
H 5.26145 -1.99976 2.10830 0.556
H 4.26801 -1.00999 3.08283 0.276
H 4.88232 -2.66471 -0.02343 0.340
H 3.10870 -2.65981 -0.42723 0.216
H 3.66114 -3.27020 1.18857 0.469
Cl -1.16734 5.68904 0.64870 -0.249
C -2.24433 4.17141 0.59954 -0.582
C -1.72438 2.94084 1.27012 0.294
O -2.59901 2.34219 1.89104 -0.635
O -0.44559 2.71421 1.16800 -0.169
H -2.48171 4.02268 -0.45766 0.026
H -3.19302 4.50643 1.06424 0.519
O -1.78098 2.01479 -1.88990 -0.663
C -1.10265 0.99276 -2.17563 0.186
N -0.05141 0.46962 -1.36643 1.213
S 0.91398 -0.72695 -2.17180 0.385
O 2.21425 -0.23270 -2.59658 -0.572
O 0.89021 -2.00090 -1.46176 -0.363
C -0.07829 -0.72020 -3.55532 0.269
C 0.11333 -1.56845 -4.60446 -0.248
C -0.79700 -1.57020 -5.63854 -0.830
C -1.87474 -0.68294 -5.54670 -0.557
C -2.06930 0.19771 -4.49519 -0.486
C -1.14704 0.20105 -3.45332 -0.182
H 1.05130 -2.13005 -4.64804 0.482
H -0.75103 -2.24066 -6.53210 0.341
H -2.70902 -0.65366 -6.24117 0.365
H -2.98182 0.83121 -4.48950 0.439
```

## Properties
Max |F| in eV/Å: 3.52
E_HOMO (alpha / beta) in eV: -5.6273 / -5.7244
Multiplicity: 4
Expectation value of S²: 3.79
Charge: -1
Orbital gap (alpha / beta) in eV: 6.959 / 7.699
DFT total energy in hartree: -4198.7617

---

A structure of composition C40H43ClHfNO7PS2. Source: the Open Molecules 2025 dataset; level of theory: the ωB97M-V functional and the def2-TZVPD basis.

The geometry in XYZ format:
```
96
Properties=species:S:1:pos:R:3:mulliken_charge:R:1
Hf 0.04164 -0.44383 1.05421 2.176
N 1.28497 -2.47553 0.69642 -0.483
C 2.31951 -2.61398 1.76812 -0.585
C 2.22203 -1.37425 2.65479 0.593
O 3.16710 -0.79898 3.11316 -0.588
O 0.94954 -1.00397 2.78184 -0.634
H 0.59914 -3.22692 0.74266 -0.056
H 1.71701 -2.56675 -0.21946 0.229
H 3.31321 -2.69883 1.33738 0.387
H 2.13233 -3.49838 2.37575 0.421
O 1.19376 1.32208 1.46875 -0.612
S 0.69506 2.53459 2.29689 0.321
C 0.08469 3.64938 1.01143 0.053
C 1.12531 4.25148 0.07438 -1.620
C 1.94110 3.27790 -0.78507 0.567
C 1.14568 2.63464 -1.92816 -1.225
S 1.22831 0.83701 -2.11507 0.559
O 0.51560 0.30207 -0.86412 0.626
C 2.96448 0.56760 -1.84209 0.638
C 3.44317 0.05981 -0.64647 0.352
C 4.81158 -0.06693 -0.46064 -0.882
C 5.68168 0.31215 -1.47405 -0.737
C 5.18811 0.79797 -2.67976 -0.787
C 3.82159 0.92411 -2.87523 -1.237
C 2.19014 3.33546 2.81190 0.844
C 3.42471 2.76764 2.54964 -0.106
C 4.56015 3.41860 3.01062 -1.018
C 4.44829 4.60760 3.71701 -0.549
C 3.19742 5.15259 3.98530 -0.744
C 2.05415 4.50981 3.54199 -0.448
H -0.45206 4.43306 1.55230 0.851
H -0.67594 3.03604 0.51767 -0.201
H 1.82118 4.84726 0.66709 0.445
H 0.60410 4.96301 -0.57227 0.504
H 2.40574 2.51782 -0.15970 -0.416
H 2.76199 3.84251 -1.22736 0.525
H 1.47359 2.98777 -2.90975 0.603
H 0.07058 2.83317 -1.87894 0.756
H 2.75736 -0.26117 0.12240 0.337
H 5.19127 -0.45901 0.47480 0.559
H 6.74975 0.21832 -1.33071 0.452
H 5.86940 1.07502 -3.47282 0.483
H 3.43739 1.29234 -3.82056 0.509
H 3.49575 1.82232 2.02743 0.377
H 5.53450 2.98602 2.82700 0.461
H 5.33828 5.10587 4.07680 0.423
H 3.11182 6.06946 4.55203 0.439
H 1.07504 4.91613 3.77281 0.443
Cl -1.33977 -4.67770 0.72982 -0.305
C -2.45227 -4.51489 -0.62237 1.145
C -3.15435 -5.67192 -0.92691 -0.699
C -4.01988 -5.67628 -2.00351 -0.580
C -4.16794 -4.53198 -2.77580 -0.942
C -3.45826 -3.39243 -2.45533 -0.459
C -2.58687 -3.33857 -1.35689 -0.404
P -1.69975 -1.74540 -1.12818 1.400
C -3.05193 -0.52694 -1.12184 0.736
C -4.34814 -0.88186 -0.75656 -1.435
C -5.33193 0.08935 -0.62129 -0.424
C -5.03306 1.42379 -0.84649 -0.860
C -3.74277 1.78812 -1.20793 -0.691
C -2.75865 0.82240 -1.33529 -0.229
C -0.88378 -1.57918 -2.75169 0.711
C 0.36700 -2.18117 -2.89552 -0.704
C 1.07536 -2.07606 -4.08203 -0.714
C 0.53648 -1.36013 -5.14492 -0.674
C -0.71386 -0.77366 -5.01837 -0.883
C -1.42415 -0.88308 -3.82833 -0.045
H -3.00935 -6.55898 -0.32615 0.504
H -4.56661 -6.57776 -2.24502 0.431
H -4.83240 -4.52971 -3.62896 0.454
H -3.58007 -2.50731 -3.06827 0.377
H -4.60319 -1.91942 -0.58294 0.423
H -6.33621 -0.20259 -0.34308 0.488
H -5.80200 2.17769 -0.74361 0.433
H -3.50705 2.82821 -1.39436 0.497
H -1.75424 1.11999 -1.61530 0.057
H 0.77885 -2.77183 -2.08234 0.422
H 2.03729 -2.56161 -4.18450 0.513
H 1.08166 -1.28017 -6.07628 0.472
H -1.14732 -0.23653 -5.85212 0.473
H -2.40204 -0.42466 -3.74816 0.444
C -3.91082 -1.30971 2.92693 -1.527
C -2.43855 -0.97725 3.09013 1.839
C -1.92807 -1.27198 4.48840 -1.816
O -1.65618 -1.71006 2.09079 0.159
C -2.20488 0.49010 2.71944 -0.549
O -2.54511 1.40594 3.40507 -0.598
O -1.57340 0.63962 1.54126 -0.583
H -4.08390 -2.36597 3.14205 0.478
H -4.24870 -1.08325 1.91728 0.139
H -4.49137 -0.71790 3.63328 0.406
H -2.17366 -2.29763 4.76991 0.472
H -2.41374 -0.60005 5.19394 0.455
H -0.85023 -1.12651 4.55014 0.208
H -1.68139 -2.66314 2.25156 -0.016
```

## Properties
Max |F| in eV/Å: 0.85
E_HOMO in eV: -13.7069
Relative energy (zero: lowest compared OMol25 entry of this formula, charge and spin) in kcal/mol: 5.5
Multiplicity: 1
Charge: +2
Orbital gap in eV: 9.132
DFT total energy in hartree: -3777.1687

---

Look up the charge of the first one. 0

---

Which formula does entry 1 have? C40H43B3F3N5O15

---

Number 1 is which compound? C40H43B3F3N5O15

---

The lowest max |F| belongs to which entry? C40H43ClHfNO7PS2